Entry from OMol25: a gas-phase ion, C5H11N4 (charge +1) in a non-equilibrium geometry (ωB97M-V/def2-TZVPD).

Structure (XYZ):
```
20
C5H11N4, DFT ωB97M-V/def2-TZVPD
N 0.13 -0.48 1.30
N 1.90 -1.42 0.19
N 0.23 1.85 -0.10
N -1.95 0.02 0.43
C -0.70 -0.86 -1.41
C -1.84 -0.51 -0.87
C 1.10 0.85 -0.59
C 0.87 -0.47 0.06
C -1.18 -0.14 1.47
H 1.94 -2.39 0.40
H 2.58 -1.07 -0.43
H 2.19 1.10 -0.54
H 0.58 -1.01 2.10
H -2.88 0.30 0.53
H -0.21 -1.22 -2.29
H 1.00 0.90 -1.69
H -2.81 -0.37 -1.28
H -1.63 0.12 2.49
H 0.44 2.68 -0.64
H 0.25 2.13 0.87
```

As for the highest occupied orbital energy: -0.4434 Eh. For the molar mass, the calculation gives 127.2 g/mol. The LUMO energy comes out at -3.9 eV. Its net charge is +1. The value obtained for the strongest force on any atom is 5.3 eV Å⁻¹.

Table of Mulliken atomic charges, one value per atom, all in e:
1 N -0.205
2 N -0.596
3 N -0.455
4 N 0.034
5 C -0.604
6 C -0.304
7 C -0.783
8 C 0.673
9 C -0.160
10 H 0.200
11 H 0.217
12 H 0.424
13 H 0.333
14 H 0.245
15 H 0.451
16 H 0.374
17 H 0.395
18 H 0.335
19 H 0.246
20 H 0.180

Entry from OMol25: a molecular structure, C45H58BrN3O5Pb in a non-equilibrium geometry (ωB97M-V/def2-TZVPD).

Structure (XYZ):
```
113
C45H58BrN3O5Pb, DFT ωB97M-V/def2-TZVPD
Pb 1.74 -1.41 -0.21
Br -4.14 1.14 -5.69
O -0.81 -1.68 0.06
O 3.20 -0.01 1.01
O -0.29 -2.19 -2.48
O 2.40 -0.06 -1.93
O -0.40 0.46 -2.05
N -0.46 -4.05 -4.42
N 0.57 0.29 1.17
N -2.66 -4.32 -4.65
C -2.97 0.75 4.62
C -0.16 1.84 -1.99
C -1.18 -0.03 -3.05
C -1.37 -1.05 1.00
C 4.33 -1.15 -2.92
C -1.10 -1.41 -3.27
C 1.18 5.03 2.45
C -1.19 0.64 2.81
C -3.46 -2.52 0.85
C -3.76 -2.22 -0.62
C 1.72 3.66 2.07
C 2.77 1.14 1.27
C 2.28 6.06 2.71
C -2.05 0.73 -3.82
C -2.07 1.80 5.27
C 0.34 4.89 3.72
C -2.06 -5.55 -4.70
C -2.86 0.09 -4.75
C -2.60 -6.82 -4.83
C 0.86 2.62 1.83
C 5.94 3.37 1.36
C 0.30 5.57 1.30
C -1.86 -2.02 -4.26
C -2.78 -1.27 -4.99
C -1.74 -7.90 -4.83
C 5.20 1.76 -0.39
C -2.68 -1.37 1.48
C 5.72 0.98 1.96
C -2.41 0.27 3.30
C -0.65 0.04 1.65
C 2.90 -0.62 -3.09
C 1.34 1.35 1.45
C 3.64 2.26 1.47
C -3.06 -0.46 5.56
C -1.70 -3.46 -4.46
C 3.10 3.45 1.90
C 5.11 2.10 1.11
C -3.15 -0.71 2.58
C -0.66 -5.39 -4.56
C 0.21 -6.48 -4.59
C -4.36 1.36 4.43
C -2.63 -3.80 0.98
C -0.36 -7.73 -4.73
C 2.89 0.42 -4.23
C -4.81 -2.78 1.54
H 4.40 -1.77 -2.04
H -0.07 6.55 1.56
H -0.55 4.91 1.12
H 0.94 4.47 4.52
H 3.24 -0.05 -5.15
H 2.27 -1.47 -3.42
H -0.03 5.87 4.05
H -3.41 -1.74 -5.73
H -4.22 -3.09 -1.09
H -4.31 2.20 3.74
H -3.16 -4.65 0.56
H 1.83 7.00 2.99
H -2.86 -1.98 -1.17
H 3.56 1.24 -3.97
H 5.93 3.64 2.41
H 0.88 5.64 0.39
H -5.46 -1.91 1.47
H -3.41 -0.15 6.54
H -1.03 2.37 -1.57
H -1.68 -3.70 0.46
H -2.12 1.80 -3.70
H -0.48 -1.94 -1.56
H 3.76 4.28 2.07
H -3.67 -6.96 -4.92
H 5.61 1.22 3.01
H -2.13 -8.90 -4.93
H -0.52 4.25 3.56
H 0.28 -8.60 -4.75
H 1.28 -6.35 -4.51
H -4.74 1.71 5.38
H -4.11 -0.99 2.99
H -1.95 2.67 4.63
H -4.45 -1.38 -0.70
H 6.96 3.17 1.07
H 4.90 2.62 -0.99
H 5.22 0.04 1.76
H 0.71 1.95 -1.34
H -4.67 -3.04 2.59
H -2.43 -4.00 2.04
H -3.74 -1.21 5.18
H 0.07 2.25 -2.97
H 4.54 0.93 -0.63
H 5.57 4.20 0.77
H 2.88 6.23 1.81
H -5.06 0.63 4.03
H 4.62 -1.73 -3.80
H -1.09 1.39 5.50
H 2.93 5.73 3.52
H 1.89 0.81 -4.38
H -0.20 2.79 1.83
H -5.30 -3.61 1.05
H -2.08 -0.92 5.67
H 6.22 1.49 -0.65
H -2.51 2.14 6.21
H -0.56 1.33 3.35
H 5.02 -0.31 -2.81
H 0.40 -3.57 -4.22
H 6.78 0.87 1.73
```

As for the highest occupied orbital energy (spin up / spin down): -0.2823 / -0.2823 Eh. For the molar mass, the calculation gives 1008.1 g/mol. The LUMO energy (spin up / spin down) comes out at -2.4 / -2.4 eV. Its net charge is 0. The value obtained for the strongest force on any atom is 1.6 eV Å⁻¹.

Here are the Mulliken charges for atoms 1 to 99, given in e:
1 Pb 1.422
2 Br -0.218
3 O -1.062
4 O -1.275
5 O -0.493
6 O -0.349
7 O 0.888
8 N 0.199
9 N -0.278
10 N -0.771
11 C 2.048
12 C -1.072
13 C -0.089
14 C 0.804
15 C -1.384
16 C 0.537
17 C 2.174
18 C 0.162
19 C 2.451
20 C -1.653
21 C -0.651
22 C 1.195
23 C -2.318
24 C -0.699
25 C -2.193
26 C -1.731
27 C 0.605
28 C -0.326
29 C -0.906
30 C -0.140
31 C -2.364
32 C -1.732
33 C 0.859
34 C -0.858
35 C -0.428
36 C -1.617
37 C -0.397
38 C -1.710
39 C -1.121
40 C -0.790
41 C 1.300
42 C -0.586
43 C -0.614
44 C -1.679
45 C 0.065
46 C -0.294
47 C 2.558
48 C -0.149
49 C 0.663
50 C -0.936
51 C -1.731
52 C -1.683
53 C -0.478
54 C -1.474
55 C -2.346
56 H 0.294
57 H 0.456
58 H 0.333
59 H 0.338
60 H 0.433
61 H -0.535
62 H 0.512
63 H 0.585
64 H 0.534
65 H 0.365
66 H 0.464
67 H 0.448
68 H 0.164
69 H 0.313
70 H 0.442
71 H 0.382
72 H 0.425
73 H 0.450
74 H 0.364
75 H 0.235
76 H 0.638
77 H -0.089
78 H 0.750
79 H 0.447
80 H 0.367
81 H 0.381
82 H 0.323
83 H 0.381
84 H 0.399
85 H 0.494
86 H 0.537
87 H 0.394
88 H 0.323
89 H 0.463
90 H 0.338
91 H 0.223
92 H 0.016
93 H 0.428
94 H 0.361
95 H 0.381
96 H 0.546
97 H 0.295
98 H 0.414
99 H 0.470